Computed, not measured: C13H14Si in the gas phase, with ωB97M-V/def2-TZVPD.

Properties
ΔE to the lowest compared entry with this formula, charge and spin = 10.3 kcal per mole
orbital gap = 8.280 eV
E_HOMO = -7.81 eV
SMILES = C[Si]1(C)C2=C(C=CC2)c2ccccc21
multiplicity = 1
charge = 0
E = -21584.3929 eV

CARTESIAN COORDINATES (ANGSTROEM)
1 C 1.086 2.062 1.535
2 Si 0.529 1.303 -0.082
3 C 0.958 2.387 -1.579
4 C 1.358 -0.410 -0.097
5 C 0.288 -1.309 -0.018
6 C 0.910 -2.636 -0.181
7 C 2.231 -2.537 -0.263
8 C 2.679 -1.166 -0.047
9 C -1.074 -0.863 0.033
10 C -2.195 -1.697 0.210
11 C -3.381 -1.049 0.223
12 C -3.606 0.287 0.132
13 C -2.454 1.088 -0.023
14 C -1.182 0.527 -0.096
15 H 0.670 2.993 1.899
16 H 0.949 1.262 2.283
17 H 2.224 2.079 1.328
18 H 1.199 3.441 -1.288
19 H 1.966 2.052 -1.989
20 H 0.253 2.398 -2.312
21 H 0.285 -3.603 -0.263
22 H 2.974 -3.395 -0.157
23 H 3.193 -0.994 0.905
24 H 3.360 -0.771 -0.891
25 H -1.975 -2.758 0.475
26 H -4.275 -1.723 0.170
27 H -4.553 0.884 0.380
28 H -2.415 2.149 -0.287

natural (NBO) population analysis, charges in e, atoms 1 to 4: atom 1 (C): -1.10, atom 2 (Si): 1.60, atom 3 (C): -1.09, atom 4 (C): -0.37